No. 1
This record from OMol25 describes 7 unconnected molecules or ions with the total composition C32H83N7O12 at a distorted geometry. The level of theory is ωB97M-V/def2-TZVPD.

Values from the calculation:
Largest force on an atom (eV Å⁻¹): 3.0
Electronic energy (a.u.): -2554.92139
HOMO (Ha): -0.3105
ΔE to the lowest compared entry with this formula, charge and spin (eV): 0.510
E_LUMO (eV): 0.46
SMILES string: COCCNCCOC.COCCNCCOC.COCCNCCOC.COCCNCCOC.COCCNCCOC.NC(N)=O.CO

Each line ends with the Löwdin charge.
Cartesian coordinates (Å):
C (0.530, -3.058, 3.185)  -0.691
O (1.118, -4.120, 3.175)  0.021
N (-0.813, -2.818, 3.358)  0.162
N (1.217, -1.898, 3.028)  0.167
H (-1.182, -1.909, 3.106)  0.051
H (-1.420, -3.609, 3.526)  0.097
H (0.729, -1.058, 3.237)  0.065
H (2.221, -1.975, 2.835)  0.111
C (-0.331, 0.529, 1.421)  -0.165
O (-0.922, 0.178, 2.614)  -0.123
H (-0.978, 0.381, 0.567)  0.071
H (-0.002, 1.585, 1.334)  0.090
H (0.560, -0.055, 1.174)  0.046
H (-1.710, 0.717, 2.767)  0.057
C (-3.874, -4.215, -0.505)  -0.137
O (-2.638, -3.863, -1.017)  -0.179
C (-1.707, -3.375, -0.080)  -0.220
C (-0.449, -2.956, -0.840)  -0.213
N (0.106, -4.019, -1.636)  -0.047
C (1.550, -3.902, -1.863)  -0.190
C (2.348, -4.312, -0.646)  -0.213
O (3.665, -3.886, -0.958)  -0.213
C (4.625, -4.222, 0.012)  -0.115
H (-3.903, -5.074, 0.155)  0.084
H (-4.542, -4.487, -1.349)  0.102
H (-4.295, -3.346, -0.016)  0.065
H (-1.396, -4.178, 0.586)  0.124
H (-2.079, -2.533, 0.522)  0.108
H (0.191, -2.629, -0.021)  0.097
H (-0.699, -2.079, -1.411)  0.111
H (-0.429, -4.173, -2.479)  0.113
H (1.818, -2.854, -2.140)  0.125
H (1.726, -4.547, -2.705)  0.116
H (2.291, -5.387, -0.594)  0.124
H (2.097, -3.860, 0.286)  0.094
H (5.544, -4.056, -0.509)  0.076
H (4.578, -5.261, 0.405)  0.098
H (4.545, -3.551, 0.890)  0.087
C (-5.188, -0.828, -2.177)  -0.120
O (-4.552, 0.200, -2.882)  -0.169
C (-3.567, 0.941, -2.076)  -0.171
C (-3.236, 2.206, -2.752)  -0.261
N (-2.520, 2.090, -3.943)  -0.062
C (-2.210, 3.346, -4.595)  -0.202
C (-3.427, 4.250, -4.993)  -0.224
O (-4.429, 3.467, -5.535)  -0.192
C (-4.313, 3.244, -6.901)  -0.126
H (-5.964, -1.222, -2.853)  0.102
H (-5.661, -0.499, -1.270)  0.079
H (-4.659, -1.659, -1.890)  0.037
H (-2.689, 0.262, -1.992)  0.140
H (-4.004, 1.133, -1.118)  0.088
H (-2.595, 2.728, -2.071)  0.102
H (-4.145, 2.802, -2.858)  0.128
H (-2.913, 1.406, -4.587)  0.133
H (-1.656, 3.086, -5.505)  0.114
H (-1.499, 3.953, -3.956)  0.117
H (-3.069, 5.040, -5.717)  0.137
H (-3.864, 4.632, -4.073)  0.112
H (-4.331, 4.157, -7.469)  0.080
H (-5.269, 2.795, -7.222)  0.094
H (-3.522, 2.505, -7.173)  0.101
C (6.118, 3.648, -0.375)  -0.111
O (4.770, 3.724, 0.057)  -0.197
C (4.113, 4.852, -0.495)  -0.204
C (2.607, 4.780, -0.124)  -0.170
N (1.778, 3.686, -0.677)  -0.061
C (0.925, 3.923, -1.779)  -0.261
C (0.151, 2.680, -2.051)  -0.231
O (1.020, 1.602, -2.458)  -0.191
C (1.100, 1.616, -3.856)  -0.129
H (6.643, 2.802, 0.024)  0.046
H (6.748, 4.520, -0.206)  0.090
H (6.229, 3.466, -1.466)  0.098
H (4.164, 4.820, -1.578)  0.120
H (4.519, 5.729, 0.020)  0.127
H (2.086, 5.716, -0.356)  0.117
H (2.582, 4.675, 0.950)  0.101
H (2.401, 2.887, -0.827)  0.109
H (1.487, 4.247, -2.729)  0.137
H (0.272, 4.756, -1.540)  0.120
H (-0.648, 2.941, -2.786)  0.064
H (-0.346, 2.377, -1.107)  0.119
H (1.674, 0.674, -4.132)  0.107
H (1.643, 2.493, -4.298)  0.090
H (0.033, 1.595, -4.223)  0.080
C (-7.976, -4.557, 3.298)  -0.121
O (-6.754, -4.005, 3.679)  -0.186
C (-5.693, -4.136, 2.802)  -0.266
C (-4.615, -3.125, 3.062)  -0.215
N (-5.055, -1.788, 2.696)  -0.028
C (-4.029, -0.864, 2.857)  -0.258
C (-4.264, 0.383, 2.087)  -0.245
O (-3.402, 1.359, 2.532)  -0.195
C (-3.611, 2.598, 1.883)  -0.074
H (-7.955, -5.682, 3.248)  0.096
H (-8.337, -4.202, 2.300)  0.096
H (-8.638, -4.253, 4.144)  0.100
H (-6.056, -3.967, 1.777)  0.119
H (-5.227, -5.121, 2.786)  0.125
H (-3.781, -3.424, 2.448)  0.085
H (-4.204, -3.266, 4.101)  0.144
H (-5.823, -1.631, 3.282)  0.104
H (-3.096, -1.308, 2.423)  0.106
H (-3.825, -0.554, 3.892)  0.145
H (-5.314, 0.686, 2.170)  0.137
H (-4.001, 0.133, 1.023)  0.131
H (-3.237, 2.581, 0.839)  0.093
H (-3.039, 3.394, 2.288)  0.080
H (-4.595, 2.985, 1.904)  0.081
C (2.746, -0.756, 0.260)  -0.061
O (3.146, -0.268, 1.560)  -0.219
C (3.482, 1.064, 1.600)  -0.252
C (4.449, 1.355, 2.780)  -0.158
N (5.665, 0.473, 2.780)  -0.035
C (6.677, 0.977, 1.805)  -0.215
C (8.094, 0.444, 2.055)  -0.190
O (8.608, 1.154, 3.206)  -0.208
C (9.890, 0.735, 3.696)  -0.100
H (2.050, -0.033, -0.190)  0.083
H (2.090, -1.617, 0.374)  0.048
H (3.634, -1.066, -0.300)  0.102
H (2.600, 1.690, 1.694)  0.114
H (4.013, 1.346, 0.723)  0.089
H (3.941, 1.179, 3.713)  0.099
H (4.748, 2.429, 2.787)  0.123
H (5.390, -0.478, 2.500)  0.102
H (6.668, 2.047, 1.925)  0.092
H (6.404, 0.776, 0.776)  0.103
H (8.735, 0.611, 1.226)  0.104
H (8.008, -0.611, 2.289)  0.116
H (10.019, 1.296, 4.607)  0.080
H (10.697, 0.987, 2.978)  0.087
H (9.891, -0.336, 3.841)  0.076

No. 2
This record from OMol25 describes 14 unconnected molecules or ions with the total composition C32H84BF6N7O22S2 at a distorted geometry. The level of theory is ωB97M-V/def2-TZVPD.

Values from the calculation:
Largest force on an atom (eV Å⁻¹): 7.0
Electronic energy (a.u.): -4727.11964
HOMO (Ha): -0.2258
E_LUMO (eV): -5.10

Each line ends with the Löwdin charge.
Cartesian coordinates (Å):
B (3.156, -0.161, -0.347)  0.405
H (9.749, 5.892, -8.128)  -0.147
H (-0.905, 3.935, -3.029)  -0.015
H (0.323, 7.407, 2.132)  -0.107
H (6.060, 9.272, 6.925)  -0.100
C (7.382, 1.751, -0.730)  -0.070
O (6.262, 1.951, 0.107)  -0.193
C (5.803, 3.246, 0.319)  -0.239
C (4.881, 3.293, 1.466)  -0.120
N (3.817, 2.295, 1.276)  0.011
H (3.921, 1.741, 0.415)  -0.010
H (3.884, 1.655, 2.133)  0.128
C (2.455, 2.956, 1.293)  -0.096
C (2.168, 3.798, 0.050)  -0.264
O (2.776, 5.025, 0.039)  -0.205
C (2.271, 5.849, -1.024)  -0.087
H (8.338, 1.675, -0.242)  0.083
H (7.459, 2.661, -1.431)  0.122
H (7.091, 0.882, -1.256)  0.065
H (5.296, 3.672, -0.572)  0.145
H (6.562, 3.941, 0.554)  0.124
H (4.473, 4.278, 1.490)  0.125
H (5.384, 3.053, 2.412)  0.145
H (2.324, 3.506, 2.251)  0.138
H (1.743, 2.112, 1.256)  0.113
H (1.113, 3.872, 0.007)  0.107
H (2.387, 3.162, -0.791)  0.114
H (2.459, 5.473, -2.101)  0.120
H (2.724, 6.840, -0.920)  0.086
H (1.232, 6.068, -0.791)  0.072
C (-4.343, 3.520, -2.556)  -0.119
O (-4.870, 3.127, -1.334)  -0.203
C (-5.646, 1.979, -1.254)  -0.247
C (-6.461, 1.951, 0.001)  -0.189
N (-5.525, 1.846, 1.137)  -0.050
H (-4.507, -0.019, 0.935)  0.027
H (-4.937, 2.645, 1.028)  0.101
C (-6.166, 1.817, 2.463)  -0.213
C (-7.059, 2.919, 2.873)  -0.290
O (-6.487, 4.163, 2.702)  -0.181
C (-7.151, 5.281, 3.368)  -0.045
H (-5.077, 3.340, -3.411)  0.101
H (-3.490, 2.870, -2.773)  0.051
H (-4.171, 4.632, -2.571)  0.104
H (-4.948, 1.106, -1.272)  0.113
H (-6.296, 1.899, -2.108)  0.122
H (-7.176, 1.082, -0.001)  0.143
H (-7.138, 2.809, -0.012)  0.122
H (-5.332, 1.838, 3.216)  0.125
H (-6.601, 0.824, 2.565)  0.117
H (-7.218, 2.724, 3.947)  0.129
H (-7.992, 2.898, 2.254)  0.135
H (-7.469, 4.976, 4.373)  0.089
H (-8.019, 5.643, 2.759)  0.108
H (-6.459, 5.988, 3.552)  0.041
C (3.749, -2.804, -6.453)  -0.072
O (3.777, -2.429, -5.055)  -0.204
C (2.739, -1.522, -4.666)  -0.230
C (3.094, -0.966, -3.325)  -0.139
N (3.278, -2.084, -2.318)  -0.023
H (2.978, -1.762, -1.370)  -0.032
H (2.641, -2.876, -2.501)  0.108
C (4.691, -2.592, -2.185)  -0.082
C (4.774, -3.963, -1.421)  -0.191
O (4.519, -3.993, -0.011)  -0.197
C (4.098, -5.316, 0.386)  -0.068
H (3.762, -2.091, -7.315)  0.105
H (2.816, -3.463, -6.551)  0.115
H (4.561, -3.483, -6.532)  0.067
H (1.740, -1.944, -4.685)  0.124
H (2.582, -0.622, -5.326)  0.152
H (2.087, -0.400, -3.032)  0.164
H (4.034, -0.333, -3.396)  0.156
H (5.340, -1.822, -1.742)  0.127
H (5.048, -2.684, -3.203)  0.112
H (5.861, -4.280, -1.644)  0.151
H (4.195, -4.711, -1.885)  0.083
H (5.020, -5.875, 0.520)  0.093
H (3.380, -5.803, -0.217)  0.070
H (3.658, -5.127, 1.376)  0.079
C (-1.522, 1.253, -0.557)  -0.116
O (-1.164, -0.071, -0.668)  -0.233
C (-1.200, -0.414, -2.057)  -0.146
C (-2.490, -1.250, -2.239)  -0.057
N (-2.362, -2.600, -1.554)  0.086
H (-1.383, -2.974, -1.716)  0.117
H (-2.435, -2.493, -0.588)  0.088
C (-3.264, -3.706, -2.031)  -0.082
C (-2.987, -5.048, -1.501)  -0.212
O (-3.626, -5.290, -0.273)  -0.183
C (-2.871, -5.740, 0.830)  -0.101
H (-2.512, 1.434, -1.037)  0.099
H (-0.781, 1.841, -1.048)  0.051
H (-1.562, 1.577, 0.485)  0.082
H (-0.323, -0.964, -2.274)  0.095
H (-1.264, 0.505, -2.659)  0.098
H (-2.724, -1.433, -3.277)  0.082
H (-3.335, -0.722, -1.845)  0.109
H (-3.221, -3.740, -3.108)  0.143
H (-4.227, -3.357, -1.763)  0.132
H (-1.933, -5.286, -1.552)  0.117
H (-3.515, -5.714, -2.149)  0.128
H (-2.772, -6.811, 0.657)  0.090
H (-3.554, -5.646, 1.637)  0.071
H (-1.904, -5.212, 1.030)  0.095
C (-2.132, 0.534, 4.888)  -0.060
O (-1.398, -0.352, 4.035)  -0.208
C (-1.333, 0.093, 2.699)  -0.216
C (-0.695, -1.124, 2.053)  -0.094
N (0.546, -1.497, 2.828)  0.056
H (0.953, -0.575, 3.259)  0.132
H (0.261, -2.038, 3.612)  0.147
C (1.552, -2.224, 2.006)  -0.108
C (2.708, -2.624, 2.928)  -0.182
O (2.065, -3.510, 3.852)  -0.196
C (2.913, -4.212, 4.768)  -0.069
H (-3.207, 0.498, 4.531)  0.094
H (-1.795, 1.571, 4.796)  0.092
H (-1.967, 0.190, 5.926)  0.102
H (-0.740, 1.015, 2.541)  0.129
H (-2.380, 0.240, 2.277)  0.129
H (-0.404, -0.831, 1.044)  0.100
H (-1.342, -2.055, 1.961)  0.145
H (1.954, -1.558, 1.242)  0.048
H (1.152, -3.174, 1.635)  0.137
H (3.112, -1.707, 3.320)  0.114
H (3.456, -3.080, 2.262)  0.115
H (2.409, -4.851, 5.452)  0.073
H (3.556, -3.440, 5.270)  0.105
H (3.567, -4.917, 4.178)  0.096
N (0.750, -4.077, -1.752)  -0.564
O (0.158, -3.520, -2.681)  -0.021
O (0.054, -4.266, -0.724)  -0.034
O (1.932, -4.376, -1.871)  -0.012
N (-4.241, -1.665, 1.536)  -0.331
O (-4.767, -1.517, 2.592)  0.159
O (-4.338, -0.787, 0.467)  0.138
O (-3.508, -2.766, 1.250)  -0.007
C (2.903, 0.807, 6.222)  -0.574
F (3.746, -0.256, 6.166)  0.087
F (1.706, 0.309, 6.589)  0.109
F (3.401, 1.585, 7.217)  0.118
S (2.831, 1.624, 4.462)  0.474
O (4.171, 1.450, 4.025)  -0.295
O (1.865, 0.750, 3.742)  -0.351
O (2.423, 2.950, 4.675)  -0.256
C (-4.234, 1.223, -6.024)  -0.671
F (-5.177, 1.144, -5.081)  0.091
F (-4.753, 0.798, -7.179)  0.118
F (-3.958, 2.540, -6.187)  0.112
S (-2.969, 0.035, -5.503)  0.459
O (-3.877, -1.009, -4.988)  -0.340
O (-2.186, -0.261, -6.676)  -0.301
O (-2.290, 0.760, -4.474)  -0.345